This record from OMol25 describes 7 unconnected molecules or ions with the total composition C43H41FN6O14 in a non-equilibrium geometry. The level of theory is wB97M-V/def2-TZVPD.

CARTESIAN COORDINATES (ANGSTROEM)
F  -2.21  0.56  3.07
O  10.41  0.37  -0.80
O  0.97  0.68  2.10
O  -4.77  -1.22  0.38
O  5.89  -5.65  -1.48
O  3.57  1.50  -5.95
O  -5.84  -3.08  0.65
O  -4.34  0.87  5.99
O  4.61  2.42  -4.29
O  2.88  -0.33  2.19
O  -10.85  2.23  -1.07
O  8.93  -1.11  -1.35
O  6.45  -3.88  -0.38
O  -11.87  3.42  -2.56
O  -3.17  -1.10  5.43
N  5.62  -4.66  -0.82
N  -11.17  3.30  -1.57
N  4.26  1.44  -4.94
N  9.93  -0.45  -1.57
N  -5.79  -1.90  0.34
N  2.17  0.65  2.34
C  1.55  -3.92  0.09
C  -7.02  -1.26  -0.14
C  2.63  4.18  3.49
C  12.43  -0.16  -4.35
C  -10.68  4.53  -0.93
C  -9.36  -1.40  -0.66
C  -2.00  -2.53  2.73
C  11.91  -1.07  -5.26
C  -4.21  -0.14  5.29
C  4.77  3.07  3.53
C  1.90  -5.04  -0.65
C  4.74  -2.26  -4.75
C  -9.85  4.43  0.18
C  -8.20  -2.00  -0.19
C  -6.99  0.07  -0.55
C  -9.72  6.84  0.25
C  -1.86  -0.50  5.37
C  -8.15  0.66  -1.02
C  4.34  -1.01  -5.20
C  3.24  -5.28  -0.96
C  2.80  1.88  2.83
C  4.00  4.21  3.73
C  -11.04  5.76  -1.45
C  10.61  -0.65  -2.86
C  -5.24  -0.41  4.09
C  2.02  3.01  3.04
C  4.17  1.89  3.08
C  -10.56  6.92  -0.86
C  -6.64  -0.13  4.17
C  5.84  -1.24  -2.86
C  4.69  0.12  -4.48
C  5.48  -2.38  -3.58
C  -9.33  -0.07  -1.08
C  10.08  -1.56  -3.77
C  -1.32  -0.20  3.90
C  11.77  0.06  -3.14
C  3.87  -3.27  0.22
C  5.45  0.02  -3.31
C  -9.37  5.60  0.77
C  2.53  -3.03  0.52
C  10.74  -1.76  -4.98
C  -0.85  -1.48  3.08
C  4.21  -4.40  -0.52
H  -7.11  0.59  3.43
H  -10.24  0.39  -1.46
H  1.14  -5.73  -0.99
H  3.75  -0.94  -6.11
H  -0.38  0.45  4.04
H  -9.34  7.74  0.71
H  -1.65  -3.57  3.09
H  4.46  -3.15  -5.31
H  -8.23  -3.04  0.13
H  -6.07  0.65  -0.50
H  -9.57  3.47  0.60
H  13.34  0.38  -4.57
H  -11.69  5.84  -2.32
H  -1.77  0.43  6.04
H  0.51  -3.73  0.33
H  10.34  -2.47  -5.70
H  -10.28  -1.97  -0.71
H  -10.83  7.89  -1.26
H  3.50  -6.16  -1.54
H  4.78  1.01  2.93
H  -0.39  -1.13  2.09
H  -8.14  1.70  -1.35
H  -1.13  -1.26  5.84
H  -2.20  -2.52  1.60
H  4.62  -2.57  0.57
H  2.26  -2.15  1.10
H  5.84  3.09  3.72
H  -3.00  -2.34  3.24
H  5.78  -3.36  -3.22
H  -4.80  -0.82  3.11
H  -7.29  -0.65  4.95
H  5.73  0.90  -2.75
H  0.02  -1.96  3.67
H  9.17  -2.11  -3.56
H  2.03  5.07  3.66
H  -8.72  5.54  1.64
H  12.19  0.77  -2.43
H  6.42  -1.33  -1.95
H  12.42  -1.24  -6.21
H  0.95  3.01  2.86
H  4.47  5.12  4.08

Structure (SMILES)   C=CC(=O)OC[C@H](F)CC.O=[N+]([O-])c1ccccc1.O=[N+]([O-])c1ccccc1.O=[N+]([O-])c1ccccc1.O=[N+]([O-])c1ccccc1.O=[N+]([O-])c1ccccc1.O=[N+]([O-])c1ccccc1
Multiplicity   1
E_HOMO   -8.709 eV
E   -85558.820 eV

***

This record from OMol25 describes 6 unconnected molecules or ions with the total composition C43H41FN6O3. The level of theory is wB97M-V/def2-TZVPD.

CARTESIAN COORDINATES (ANGSTROEM)
F  -4.30  1.46  -3.14
O  1.13  -3.06  -2.16
O  4.32  -0.17  0.93
O  -1.88  -1.57  1.44
N  -2.37  2.06  1.01
N  2.22  2.43  4.63
N  4.17  -5.60  -1.57
N  3.54  -6.02  -6.09
N  -2.80  5.31  5.46
N  -3.10  1.20  -6.32
C  -1.23  -1.60  -3.24
C  3.06  -5.64  -7.28
C  -3.83  3.57  -0.15
C  -2.87  -0.72  -1.19
C  -4.60  0.11  -2.80
C  -3.57  3.75  2.22
C  -1.64  -1.26  -0.90
C  5.96  -4.70  0.36
C  -2.48  -1.04  -3.55
C  2.53  -1.18  -0.31
C  -2.12  0.35  -5.63
C  1.51  -4.12  -6.29
C  3.02  -5.45  -5.01
C  -2.82  -0.87  -5.01
C  5.45  -5.95  -1.60
C  -0.79  -1.68  -1.93
C  -2.69  2.67  2.14
C  1.43  2.20  6.88
C  3.07  3.36  5.06
C  -1.89  6.39  7.40
C  -0.66  5.80  7.17
C  1.17  -1.47  -0.39
C  -0.51  4.96  6.08
C  -1.61  4.75  5.26
C  2.32  3.17  7.32
C  -4.15  4.20  1.04
C  6.38  -5.53  -0.66
C  0.81  -0.41  1.74
C  3.77  -4.81  -0.57
C  -3.30  -0.58  -2.51
C  4.63  -4.33  0.41
C  -1.15  -1.34  0.50
C  2.01  -4.50  -5.05
C  2.05  -4.70  -7.43
C  2.15  -0.10  1.83
C  -2.93  2.51  -0.11
C  0.57  -2.16  -1.57
C  3.01  -0.49  0.80
C  3.16  3.76  6.39
C  -2.92  6.11  6.51
C  1.42  1.87  5.54
C  0.31  -1.08  0.64
C  -5.62  0.12  -1.69
H  3.20  -1.46  -1.11
H  1.69  -4.44  -8.41
H  -2.22  2.28  3.04
H  2.72  -4.54  -0.57
H  1.63  -4.07  -4.13
H  5.75  -6.58  -2.43
H  -2.05  7.05  8.23
H  0.17  5.99  7.84
H  -3.74  1.57  -5.62
H  -2.63  2.00  -6.72
H  -3.48  -0.37  -0.37
H  -2.64  1.99  -1.02
H  4.26  -3.68  1.20
H  -5.30  0.75  -0.86
H  -3.78  4.21  3.17
H  2.36  3.45  8.36
H  0.73  1.12  5.16
H  -3.89  -0.76  -5.15
H  -5.81  -0.89  -1.34
H  3.42  -5.77  -4.05
H  3.50  -6.12  -8.14
H  0.75  1.71  7.57
H  -2.52  -1.78  -5.53
H  -1.58  0.89  -4.85
H  6.66  -4.35  1.11
H  -3.90  6.55  6.66
H  -5.06  -0.29  -3.70
H  4.81  -0.47  0.16
H  3.71  3.80  4.31
H  7.41  -5.85  -0.74
H  -0.59  -1.94  -4.04
H  -1.38  0.02  -6.36
H  0.43  4.47  5.87
H  -4.26  3.88  -1.09
H  -1.53  4.10  4.39
H  3.88  4.52  6.68
H  -4.83  5.04  1.05
H  -6.56  0.54  -2.07
H  0.72  -3.38  -6.37
H  0.13  -0.10  2.53
H  2.53  0.47  2.67

Structure (SMILES)   C[C@@H](F)c1cc2c(cc1CCN)C(=O)c1cc(O)ccc1C2=O.c1ccncc1.c1ccncc1.c1ccncc1.c1ccncc1.c1ccncc1
Multiplicity   1
E_HOMO   -8.925 eV
E   -63056.624 eV

***

This record from OMol25 describes a molecular structure, C43H41N3O3P2V in a non-equilibrium geometry. The level of theory is wB97M-V/def2-TZVPD.

CARTESIAN COORDINATES (ANGSTROEM)
V  0.28  -0.94  -0.85
P  -2.17  0.67  0.68
P  0.57  1.46  1.60
O  -0.46  -4.25  0.26
O  0.91  0.79  0.28
O  -1.57  -0.56  0.00
N  1.85  -1.79  0.19
N  -0.67  -2.03  -2.43
N  1.87  -0.65  -2.16
C  1.25  0.59  4.17
C  4.22  -2.01  0.33
C  -1.75  3.29  -2.40
C  -2.15  -1.60  -4.28
C  -3.96  -0.68  2.20
C  -0.15  -3.07  -3.12
C  0.81  -3.98  -2.42
C  -2.70  4.49  -0.54
C  -3.81  0.34  1.26
C  -2.24  4.47  -1.85
C  3.96  0.52  3.53
C  1.68  0.93  2.89
C  0.89  5.99  1.36
C  3.07  -1.63  -0.35
C  1.24  5.22  0.27
C  1.13  3.84  0.32
C  -2.68  3.34  0.22
C  -2.19  2.14  -0.33
C  -6.34  -0.36  2.16
C  4.24  -0.71  -2.39
C  -5.22  -1.03  2.66
C  3.53  0.18  4.81
C  -0.57  -3.36  -4.41
C  4.10  -2.54  1.61
C  -1.68  -1.34  -3.01
C  2.84  -2.66  2.17
C  3.04  0.90  2.57
C  1.74  -2.28  1.43
C  -4.94  0.99  0.76
C  -0.98  -4.95  -0.88
C  -1.57  -2.62  -5.01
C  0.09  -5.23  -1.91
C  4.15  -0.08  -3.63
C  -1.71  2.14  -1.63
C  2.90  0.25  -4.12
C  3.08  -0.98  -1.69
C  1.79  -0.05  -3.36
C  0.44  5.39  2.53
C  -6.20  0.64  1.22
C  0.67  3.24  1.49
C  2.18  0.21  5.13
C  0.34  4.02  2.60
C  -1.12  1.03  2.11
H  -1.55  1.83  2.72
H  0.20  0.62  4.43
H  4.98  -2.84  2.16
H  1.60  5.69  -0.64
H  -3.09  5.41  -0.12
H  -1.32  1.23  -2.06
H  0.98  7.07  1.31
H  -0.11  -4.19  -4.94
H  5.19  -1.90  -0.12
H  0.02  3.55  3.53
H  5.01  0.50  3.30
H  2.78  0.73  -5.08
H  5.21  -0.98  -1.99
H  -1.90  -2.84  -6.01
H  -2.97  -1.01  -4.67
H  4.25  -0.11  5.56
H  2.70  -3.05  3.17
H  3.38  1.16  1.58
H  5.05  0.14  -4.19
H  -4.84  1.77  0.01
H  -1.09  0.11  2.71
H  1.58  -4.29  -3.13
H  -1.45  -5.88  -0.56
H  -2.27  5.37  -2.45
H  0.73  -2.38  1.80
H  -7.32  -0.63  2.52
H  1.85  -0.05  6.13
H  0.09  -4.88  0.75
H  -1.77  -4.30  -1.28
H  -1.39  3.28  -3.42
H  -5.34  -1.81  3.39
H  -0.38  -5.74  -2.76
H  -7.07  1.15  0.83
H  1.30  -3.45  -1.60
H  -2.13  -0.56  -2.40
H  -3.06  3.37  1.23
H  0.83  -5.92  -1.51
H  0.18  6.00  3.39
H  0.79  0.18  -3.70
H  1.40  3.23  -0.53
H  -3.10  -1.22  2.57

Energy above the lowest of the compared OMol25 structures with the same formula, charge and spin   0.0 kcal per mole
Total charge   +2
Multiplicity   4
E_HOMO (spin up / spin down)   -12.469 / -13.940 eV
E   -100128.527 eV

***

This record from OMol25 describes a molecular structure, C43H43BBrGeN5O2ReS in a non-equilibrium geometry. The level of theory is wB97M-V/def2-TZVPD.

CARTESIAN COORDINATES (ANGSTROEM)
Re  0.53  0.10  0.30
Br  4.05  -5.36  -1.73
Ge  0.05  1.60  -2.13
S  2.39  0.55  -2.73
O  -2.63  0.15  -0.12
O  -1.75  -1.69  -1.15
N  2.29  1.44  0.18
N  3.53  1.08  -0.26
N  -0.09  2.12  1.16
N  0.39  -0.76  1.87
N  4.81  0.14  -1.86
C  0.52  -1.39  3.08
C  -2.59  -0.87  -5.21
C  -1.32  2.51  1.49
C  1.05  0.84  4.14
C  -0.42  -0.39  -4.28
C  0.76  3.22  -2.98
C  1.27  5.59  -2.83
C  1.67  5.59  -4.16
C  -1.22  -1.10  -5.17
C  -2.35  0.77  -3.47
C  3.03  -3.84  -1.20
C  -1.59  3.77  1.99
C  0.74  4.27  1.83
C  1.40  -1.38  5.31
C  1.02  -0.67  4.18
C  2.21  2.56  0.80
C  2.65  -2.03  0.30
C  0.29  -2.78  3.17
C  1.60  4.42  -4.90
C  3.40  -3.13  -0.07
C  -0.97  0.55  -3.42
C  1.20  -2.35  -1.56
C  -3.88  -2.57  -2.04
C  0.80  4.41  -2.26
C  0.93  3.00  1.31
C  1.99  1.49  5.15
C  0.70  -3.45  4.31
C  1.93  -3.46  -1.94
C  -3.16  0.07  -4.35
C  -0.38  1.35  4.35
C  -3.10  -1.68  -1.34
C  3.58  0.60  -1.48
C  -5.24  -2.30  -2.09
C  1.16  3.25  -4.32
C  -0.31  -5.00  2.05
C  -1.89  -3.06  2.04
C  -5.78  -1.18  -1.47
C  1.27  -2.76  5.37
C  -3.64  -0.56  -0.72
C  -4.98  -0.28  -0.77
C  1.54  -1.59  -0.44
C  -0.55  4.66  2.18
C  -0.41  -3.48  2.02
B  -1.44  -0.55  -0.40
H  1.82  -0.85  6.16
H  1.12  2.34  -4.91
H  -0.77  -5.43  2.94
H  2.94  -1.50  1.21
H  -5.40  0.60  -0.28
H  -3.21  -1.42  -5.90
H  1.64  -4.04  -2.81
H  5.50  0.03  -1.14
H  -5.89  -2.97  -2.64
H  1.61  -3.30  6.25
H  -2.44  -3.56  1.24
H  0.57  -4.52  4.39
H  -2.81  1.49  -2.80
H  1.67  1.32  6.18
H  1.90  4.42  -5.95
H  4.26  -3.45  0.52
H  -4.22  0.24  -4.37
H  0.64  -0.60  -4.25
H  -1.05  2.34  -1.27
H  1.31  6.50  -2.25
H  1.39  1.14  3.14
H  2.02  6.51  -4.62
H  1.58  4.94  1.93
H  -1.05  0.97  3.57
H  2.00  2.57  5.00
H  0.73  -5.34  2.00
H  -2.00  -1.99  1.92
H  -2.10  1.78  1.33
H  -6.85  -1.00  -1.54
H  -0.73  5.65  2.58
H  -2.35  -3.34  2.99
H  -0.77  -1.83  -5.83
H  -3.44  -3.43  -2.53
H  3.01  1.12  5.05
H  -0.42  2.44  4.35
H  -0.83  -5.41  1.18
H  0.35  -2.07  -2.17
H  3.09  3.19  0.88
H  0.05  -3.13  1.09
H  -0.76  0.99  5.31
H  4.90  -0.34  -2.73
H  -2.61  4.04  2.24
H  0.46  4.43  -1.23

Energy above the lowest of the compared OMol25 structures with the same formula, charge and spin   2.9 kcal per mole
Multiplicity   4
E_HOMO (spin up / spin down)   -6.566 / -7.781 eV
E   -197034.769 eV